1.
Formula: C28H42O19
Source: the OMol25 dataset
Level of theory: ωB97M-V/def2-TZVPD

The geometry in XYZ format:
```
89
C28H42O19, DFT ωB97M-V/def2-TZVPD
C 1.98982 -1.91053 2.31418
C 1.36064 -1.53729 0.98002
O 1.83352 -1.96818 -0.01112
O 0.25445 -0.77280 0.85888
C 0.06830 0.22254 1.89289
C -0.66891 -0.32814 3.13358
C -1.90085 -1.17240 2.75148
C -2.85105 -0.57869 1.69737
O -3.36094 -1.72849 0.99232
C -2.21639 -2.48570 0.78806
O -1.83180 -2.87069 -0.22857
C -1.66220 -2.63346 2.21602
H 1.29088 -2.50661 2.90585
H 2.35960 -1.06436 2.89901
H 2.84408 -2.55410 2.10550
H 0.97652 0.77066 2.15571
H -0.60461 0.95029 1.47592
H -0.95433 0.50872 3.76918
H -0.03006 -0.96924 3.74986
H -2.43053 -1.35846 3.69380
H -3.59226 0.15937 2.00073
H -2.25745 -0.07142 0.91904
H -0.64506 -3.00673 2.26446
H -2.39994 -3.26553 2.71246
C -0.45286 -4.24373 -2.18438
C 0.67428 -4.46638 -3.16164
C 1.65877 -3.33119 -3.24992
O 2.19095 -3.50657 -4.57138
C 1.22222 -4.10923 -5.31330
O 1.26287 -4.24557 -6.49288
O 0.20104 -4.52957 -4.51828
H -1.26512 -4.94874 -2.36727
H -0.10511 -4.36655 -1.16130
H -0.86940 -3.24571 -2.28646
H 1.17610 -5.41631 -2.94522
H 2.44647 -3.38980 -2.50382
H 1.18729 -2.34815 -3.19584
C -2.93646 5.18072 -0.50745
C -2.65466 4.82698 0.93182
C -1.61161 5.67885 1.60238
O -1.12857 4.79436 2.63338
C -1.30714 3.53432 2.17897
O -0.86193 2.55251 2.69731
O -2.05624 3.52045 1.05258
H -3.47234 4.36972 -1.00161
H -3.53854 6.08718 -0.56867
H -2.01100 5.34053 -1.06189
H -3.58926 4.81512 1.50077
H -2.02014 6.59152 2.03229
H -0.77447 5.92904 0.95421
C 5.37658 -5.80160 -1.68727
C 4.65312 -5.38901 -0.42821
C 4.50232 -3.90288 -0.24573
O 4.37961 -3.79301 1.17686
C 5.04853 -4.84933 1.71764
O 5.29285 -4.97059 2.87356
O 5.39828 -5.74032 0.75083
H 5.69576 -6.84190 -1.62175
H 4.73026 -5.68647 -2.55825
H 6.27454 -5.20091 -1.84214
H 3.68587 -5.89841 -0.36939
H 3.62344 -3.49700 -0.73890
H 5.38395 -3.33797 -0.55833
C 4.50299 6.25829 1.60304
C 3.20285 5.52759 1.37085
C 3.31451 4.29084 0.51946
O 1.98994 4.18664 -0.01866
C 1.48329 5.44274 -0.06880
O 0.46905 5.73908 -0.62131
O 2.28369 6.31558 0.59323
H 4.31466 7.26636 1.97242
H 5.11778 5.72708 2.32966
H 5.07152 6.35845 0.67671
H 2.72077 5.31002 2.32870
H 3.57343 3.40115 1.08968
H 4.01398 4.40230 -0.31234
C -4.58930 -0.14776 -1.25357
C -5.79039 0.71872 -1.54167
C -5.96770 1.10157 -2.98666
O -6.71273 2.32243 -2.87920
C -6.38609 2.88317 -1.68428
O -6.68512 3.98354 -1.34885
O -5.66427 2.01285 -0.92630
H -4.36645 -0.14758 -0.19665
H -4.76301 -1.17440 -1.57393
H -3.70068 0.22762 -1.76705
H -6.69412 0.24946 -1.14072
H -6.51845 0.35923 -3.56073
H -5.02391 1.32079 -3.49176
```

Output
HOMO energy = -10.388 eV
HOMO-LUMO gap = 10.6 eV
ΔE to the lowest compared entry with this formula, charge and spin = 0.0 kcal/mol
LUMO level = 0.009 Ha

2.
Formula: C3H5ClO2
Source: the OMol25 dataset
Level of theory: ωB97M-V/def2-TZVPD

The geometry in XYZ format:
```
11
C3H5ClO2, DFT ωB97M-V/def2-TZVPD
C -0.53197 -0.68765 -0.38356
C 0.62129 -0.15691 0.36322
C 0.64284 1.43201 0.21320
H -2.47317 -1.31165 -0.03887
H -0.66239 -1.71157 -0.13228
H -0.25238 -0.76571 -1.53982
H 0.66858 -0.24275 1.43218
H -0.09874 2.22189 0.96373
O -1.69771 0.04009 -0.18596
O 1.44303 1.92814 -0.55446
Cl 2.34062 -0.74589 -0.13738
```

Output
HOMO energy = -9.926 eV
HOMO-LUMO gap = 8.1 eV
ΔE to the lowest compared entry with this formula, charge and spin = 132.6 kcal/mol
LUMO level = -0.067 Ha

3.
Formula: C12H24O24S6
Source: the OMol25 dataset
Level of theory: ωB97M-V/def2-TZVPD

The geometry in XYZ format:
```
66
C12H24O24S6, DFT ωB97M-V/def2-TZVPD
O -4.43061 -21.81880 4.00637
S -5.13510 -22.59461 2.93923
O -4.48981 -22.93801 1.67247
O -5.78880 -23.92633 3.55644
C -7.09515 -23.73809 4.15265
C -7.50090 -22.34035 3.65036
O -6.64763 -21.97768 2.67599
H -7.71540 -24.62754 4.04190
H -7.05551 -23.62299 5.23583
H -7.35710 -21.53638 4.37220
H -8.51512 -22.21096 3.27260
O -7.20747 -18.43255 0.93724
S -8.48293 -19.05722 0.57628
O -8.50109 -20.02638 -0.52779
O -9.22052 -19.77978 1.87916
C -10.06793 -18.89364 2.56404
C -10.70655 -18.11107 1.38200
O -9.71517 -18.05089 0.33780
H -10.91034 -19.36156 3.07345
H -9.56104 -18.15178 3.18113
H -11.26744 -17.22196 1.67008
H -11.52476 -18.71922 0.99627
O -2.26456 -20.38554 0.75379
S -3.30949 -19.73504 -0.12835
O -3.24242 -18.28287 -0.31343
O -3.48201 -20.47119 -1.59404
C -4.66849 -21.35169 -1.61551
C -5.62793 -20.59056 -0.70303
O -4.86121 -20.08013 0.36029
H -5.03218 -21.70432 -2.58064
H -4.40904 -22.30569 -1.15653
H -6.39237 -21.33241 -0.47196
H -6.06202 -19.75071 -1.24555
O -8.74488 -23.65548 -2.90938
S -8.49841 -22.96734 -4.13065
O -8.26213 -23.87672 -5.24834
O -9.68285 -21.95309 -4.62863
C -9.29016 -20.55203 -4.66588
C -7.77874 -20.55468 -4.67465
O -7.29966 -21.79932 -4.05508
H -9.64672 -20.13633 -5.60830
H -9.73651 -20.19265 -3.73867
H -7.42116 -19.70392 -4.09463
H -7.44810 -20.21944 -5.65771
O -4.44328 -15.34747 -2.03221
S -3.13899 -14.97978 -1.48059
O -1.99364 -15.93330 -1.48449
O -2.63484 -13.55325 -2.16957
C -3.06573 -12.45244 -1.38439
C -2.85836 -12.93360 0.00339
O -3.21550 -14.32270 -0.00455
H -2.35839 -11.65616 -1.61614
H -4.10551 -12.15183 -1.51324
H -3.58322 -12.54880 0.72074
H -1.97365 -12.95540 0.63972
O -5.62050 -24.63870 -2.53464
S -6.10335 -25.22362 -1.35766
O -6.13241 -24.53409 -0.06645
O -7.57589 -25.96901 -1.66111
C -7.35122 -27.16293 -2.34321
C -6.17127 -27.71165 -1.58441
O -5.36317 -26.68067 -1.16742
H -8.31295 -27.67483 -2.30943
H -7.16817 -27.09539 -3.41560
H -5.74609 -28.58096 -2.08603
H -6.54755 -28.10323 -0.63932
```

Output
HOMO energy = -10.100 eV
HOMO-LUMO gap = 10.2 eV
ΔE to the lowest compared entry with this formula, charge and spin = 112.9 kcal/mol
LUMO level = 0.005 Ha

4.
Formula: C3H4O2Sc
Source: the OMol25 dataset
Level of theory: ωB97M-V/def2-TZVPD

The geometry in XYZ format:
```
10
C3H4O2Sc, DFT ωB97M-V/def2-TZVPD
O 1.09203 2.02323 2.32699
C 0.40788 1.05560 2.04939
O 0.29263 0.82233 0.45029
C -0.70378 -0.02270 -0.18569
C 0.03318 -0.98629 -1.10696
Sc 1.96520 -0.19824 -0.31878
H -1.36398 0.67501 -0.72906
H -1.32862 -0.53242 0.56708
H -0.18898 -0.79862 -2.16873
H -0.20556 -2.03790 -0.88452
```

Output
HOMO energy (spin up / spin down) = -7.393 / -7.568 eV
⟨S²⟩ = 0.75
HOMO-LUMO gap (spin up / spin down) = 6.4 / 5.9 eV
ΔE to the lowest compared entry with this formula, charge and spin = 28.7 kcal/mol
2S+1 = 2
LUMO level (spin up / spin down) = -0.035 / -0.059 Ha

5.
Formula: C2H3O3Si
Source: the OMol25 dataset
Level of theory: ωB97M-V/def2-TZVPD

The geometry in XYZ format:
```
9
C2H3O3Si, DFT ωB97M-V/def2-TZVPD
O 2.35239 0.59932 1.07847
C 1.19393 0.27693 1.08254
O 0.16158 0.17565 1.84315
C 0.56645 -0.58925 -0.02043
O 0.69955 -1.91382 0.00852
Si -0.91459 0.26782 -0.88361
H -2.32949 -0.21974 -0.46755
H -0.81296 -0.09274 -2.32400
H -0.91686 1.49583 -0.31709
```

Output
HOMO energy = -3.779 eV
HOMO-LUMO gap = 7.6 eV
ΔE to the lowest compared entry with this formula, charge and spin = 18.7 kcal/mol
Charge = -1
LUMO level = 0.139 Ha